# 1
C4HNO | ωB97M-V with the def2-TZVPD basis set

Cartesian coordinates (Å):
O 1.13 -2.17 0.40
C 0.26 -1.70 -0.29
C -0.08 -0.28 -0.18
C -0.24 0.89 0.03
C -0.35 2.23 0.36
N -0.40 3.34 0.68
H -0.31 -2.31 -1.01

## Properties
Molecular weight in g/mol: 79.06
HOMO-LUMO gap in eV: 10.1
ΔE to the lowest compared entry with this formula, charge and spin in eV: 0.001
SMILES string: N#CC#CC=O
Total energy in eV: -7698.569

=====

# 2
C4HNO | ωB97M-V with the def2-TZVPD basis set

Cartesian coordinates (Å):
O -2.10 -0.69 0.99
C -1.60 -0.04 0.11
C -0.15 0.06 -0.08
C 1.03 0.17 -0.26
C 2.48 0.33 -0.54
N 2.55 -0.36 0.42
H -2.20 0.53 -0.63

## Properties
Molecular weight in g/mol: 79.06
HOMO-LUMO gap in eV: 9.9
ΔE to the lowest compared entry with this formula, charge and spin in eV: 2.596
Total energy in eV: -7695.974

=====

# 3
C4HNO3 | ωB97M-V with the def2-TZVPD basis set

Cartesian coordinates (Å):
C -1.58 -0.51 0.01
C 0.05 1.03 0.17
C 0.55 -0.18 0.04
C 1.92 -0.56 -0.06
H 0.28 2.02 0.24
N 3.09 -0.54 -0.18
O -2.66 -0.94 -0.13
O -1.29 0.82 -0.23
O -0.35 -1.15 0.15

## Properties
Molecular weight in g/mol: 111.06
HOMO-LUMO gap in eV: 9.8
ΔE to the lowest compared entry with this formula, charge and spin in eV: 1.078
SMILES string: N#Cc1coc(=O)o1
Total energy in eV: -11794.476

=====

# 4
C4HNS | ωB97M-V with the def2-TZVPD basis set

Cartesian coordinates (Å):
C -1.66 0.35 0.09
C -0.22 -0.16 0.44
C 1.00 -0.22 0.32
C 2.23 -0.57 -0.31
H -2.60 -0.37 -0.12
N 3.20 -0.98 -0.95
S -1.94 1.95 0.54

## Properties
Molecular weight in g/mol: 95.13
HOMO-LUMO gap in eV: 7.6
ΔE to the lowest compared entry with this formula, charge and spin in eV: 1.602
SMILES string: N#CC#CC=S
Total energy in eV: -16484.667

=====

What did the third record say?
C4HNO3 | ωB97M-V with the def2-TZVPD basis set

Cartesian coordinates (Å):
C -1.58 -0.51 0.01
C 0.05 1.03 0.17
C 0.55 -0.18 0.04
C 1.92 -0.56 -0.06
H 0.28 2.02 0.24
N 3.09 -0.54 -0.18
O -2.66 -0.94 -0.13
O -1.29 0.82 -0.23
O -0.35 -1.15 0.15

## Properties
Molecular weight in g/mol: 111.06
HOMO-LUMO gap in eV: 9.8
ΔE to the lowest compared entry with this formula, charge and spin in eV: 1.078
SMILES string: N#Cc1coc(=O)o1
Total energy in eV: -11794.476

=====

Q: The highest HOMO-LUMO gap belongs to which entry?
A: number 1

=====

Q: What is the ΔE to the lowest compared entry with this formula, charge and spin in the third record?
A: 1.078 eV